[1]
# C52H98ClFNO7

A 6-piece molecular cluster, C52H98ClFNO7 overall in a non-equilibrium geometry (ωB97M-V with the def2-TZVPD basis set, the Open Molecules 2025 dataset).

The geometry in XYZ format:
```
160
Properties=species:S:1:pos:R:3
C 6.3649 -2.4750 -3.5287
C 6.2011 -1.4039 -4.7493
C 4.9782 -1.8004 -5.7171
C 3.8885 -0.6366 -5.9427
C 2.6158 -0.8506 -5.0015
C 1.6707 -2.1199 -5.0736
C 1.9119 -3.3060 -6.1392
C 0.8492 -3.0214 -7.3408
F 0.9120 -4.0624 -8.3750
C 0.4335 -2.2342 -4.0918
C -0.5467 -3.5291 -4.1108
O -1.6993 -3.3496 -4.9721
C -2.4817 -4.5673 -5.0882
O -2.1094 -5.5944 -4.1373
C -2.9608 -6.7627 -4.2393
C -1.9610 -8.0487 -4.2755
O -1.7206 -8.4208 -5.6633
C 0.0652 -1.1201 -3.0400
C -1.1962 -1.1733 -2.0641
C -0.8384 -1.2823 -0.4971
C 0.5881 -1.9331 -0.1699
Cl 0.6537 -3.7155 -0.6110
C 1.0157 0.1042 -2.9724
C 2.2489 0.2074 -3.9302
C 2.9308 1.5855 -3.4971
O 4.1324 1.9652 -3.5474
N 1.7807 2.3625 -2.9273
C 0.8296 2.8049 -4.0070
O 1.2675 2.9978 -5.1910
O -0.5076 2.9660 -3.6269
C 1.0367 1.4056 -2.0459
O 0.5986 1.5733 -0.8805
H 5.7869 -3.4533 -3.7309
H 5.9061 -2.0083 -2.5798
H 7.4656 -2.7250 -3.3334
H 6.1631 -0.3322 -4.3486
H 7.1682 -1.5205 -5.3762
H 4.4505 -2.7164 -5.2493
H 5.3404 -2.1502 -6.7604
H 3.5808 -0.4913 -7.0408
H 4.3622 0.3711 -5.6184
H 2.9425 -3.2754 -6.6318
H 1.7920 -4.3543 -5.6878
H -0.2286 -2.9254 -6.9633
H 1.0985 -2.0154 -7.8566
H 0.1328 -4.4054 -4.4475
H -0.8587 -3.6732 -3.0049
H -2.4765 -5.0050 -6.1465
H -3.5739 -4.2672 -4.8410
H -3.6899 -6.7462 -5.1194
H -3.5341 -6.8485 -3.2336
H -0.9639 -7.7027 -3.8165
H -2.3418 -8.9287 -3.6518
H -0.8063 -8.1760 -5.9376
H -1.7526 -0.1640 -2.2019
H -1.9539 -1.9723 -2.4254
H -0.9818 -0.2395 -0.0268
H -1.6669 -1.9436 -0.0225
H 0.7348 -1.8419 0.9764
H 1.4343 -1.3569 -0.6738
C 7.6862 1.3738 0.7719
C 6.5509 1.1132 1.7522
C 5.4488 0.2230 1.1752
C 4.7139 0.8003 -0.0379
C 4.0508 2.1609 0.1883
C 2.9586 2.1258 1.2501
H 7.3379 1.9045 -0.1176
H 8.4571 1.9886 1.2431
H 8.1487 0.4347 0.4546
H 6.1345 2.0658 2.0944
H 6.9639 0.6228 2.6412
H 4.7266 0.0004 1.9683
H 5.8847 -0.7419 0.8887
H 3.9489 0.0808 -0.3536
H 5.4095 0.8867 -0.8799
H 3.6066 2.4923 -0.7556
H 4.7996 2.9130 0.4573
H 2.1752 1.4147 0.9765
H 2.4998 3.1136 1.3500
H 3.3550 1.8438 2.2291
C -4.6947 -3.5451 4.9357
C -4.3342 -2.1174 5.3229
C -4.4357 -1.1326 4.1564
C -3.4883 -1.4062 2.9856
C -2.0016 -1.4437 3.3445
C -1.4832 -0.1171 3.8864
H -4.0151 -3.9419 4.1776
H -4.6338 -4.1998 5.8091
H -5.7149 -3.5958 4.5450
H -3.3292 -2.0964 5.7562
H -5.0158 -1.7887 6.1151
H -4.2624 -0.1200 4.5364
H -5.4646 -1.1375 3.7765
H -3.6497 -0.6350 2.2230
H -3.7573 -2.3569 2.5119
H -1.4327 -1.6969 2.4439
H -1.8011 -2.2390 4.0694
H -1.6300 0.6846 3.1573
H -0.4125 -0.1898 4.0987
H -1.9865 0.1639 4.8143
C -3.4369 3.6573 1.0598
C -3.8127 3.9487 2.5066
C -4.5689 2.7994 3.1761
C -5.9203 2.4522 2.5470
C -6.9256 3.6042 2.4823
C -7.3260 4.1271 3.8564
H -4.3208 3.5058 0.4353
H -2.8756 4.4952 0.6393
H -2.8104 2.7635 0.9934
H -4.3976 4.8730 2.5559
H -2.8945 4.1372 3.0737
H -4.7106 3.0431 4.2349
H -3.9392 1.9018 3.1576
H -6.3639 1.6256 3.1149
H -5.7631 2.0687 1.5329
H -7.8264 3.2516 1.9689
H -6.5288 4.4262 1.8788
H -7.7699 3.3312 4.4610
H -8.0652 4.9272 3.7541
H -6.4696 4.5347 4.3978
C -6.6881 -0.8490 -0.1552
C -7.8275 -1.0988 0.8232
C -8.9315 -1.9887 0.2490
C -9.6610 -1.4175 -0.9701
C -10.3195 -0.0529 -0.7549
C -11.4144 -0.0768 0.3045
H -7.0314 -0.3229 -1.0494
H -5.9162 -0.2338 0.3146
H -6.2282 -1.7917 -0.4648
H -8.2412 -0.1420 1.1578
H -7.4192 -1.5846 1.7165
H -9.6569 -2.2031 1.0415
H -8.4985 -2.9569 -0.0295
H -10.4275 -2.1361 -1.2828
H -8.9628 -1.3396 -1.8106
H -10.7601 0.2740 -1.7024
H -9.5689 0.6977 -0.4891
H -12.2009 -0.7873 0.0347
H -11.8699 0.9134 0.3977
H -11.0209 -0.3539 1.2849
C 8.0410 4.4581 2.6452
C 8.6229 5.6288 3.4253
C 10.0814 5.4145 3.8350
C 10.3267 4.2330 4.7778
C 9.5448 4.2753 6.0927
C 9.9026 5.4733 6.9637
H 8.0302 3.5414 3.2401
H 7.0101 4.6745 2.3532
H 8.6185 4.2722 1.7356
H 8.0028 5.8293 4.3048
H 8.5663 6.5265 2.8001
H 10.4545 6.3347 4.2977
H 10.6860 5.2676 2.9322
H 11.3984 4.1872 5.0035
H 10.0893 3.2971 4.2604
H 9.7597 3.3607 6.6549
H 8.4678 4.2719 5.8989
H 10.9681 5.4705 7.2098
H 9.3385 5.4396 7.9004
H 9.6655 6.4172 6.4682
```

Its HOMO energy is -5.3 eV. The electronic energy comes out at -86570.7976 eV. As for the spin multiplicity: 1. As for the charge: -1. For the orbital gap, the calculation gives 7.211 eV.



[2]
# C53H126N3O17Y

C53H126N3O17Y as an isolated structure in a non-equilibrium geometry (ωB97M-V with the def2-TZVPD basis set, the Open Molecules 2025 dataset).

The geometry in XYZ format:
```
200
Properties=species:S:1:pos:R:3
Y 5.1690 -0.9060 3.3193
C 8.6978 -3.8262 -3.0106
C 10.0212 -3.3890 -2.4323
C 11.1011 -3.3968 -3.5591
C 11.0354 -2.1088 -4.3397
C 11.2574 -0.9182 -3.4679
C 10.0904 -0.7943 -2.3770
N 10.0225 -2.0498 -1.6143
O 9.0093 -2.0351 -0.5326
C 8.7580 -0.2051 -3.0790
C 10.6184 0.2703 -1.3396
C 10.5118 -4.4937 -1.3740
H 8.5298 -3.2960 -3.9480
H 7.9692 -3.4881 -2.2737
H 8.5918 -4.9104 -2.9718
H 10.8262 -4.2000 -4.2427
H 12.0668 -3.5029 -3.0649
H 10.0557 -2.1006 -4.8173
H 11.6883 -2.1067 -5.2125
H 11.2735 0.0139 -4.0327
H 12.1885 -0.9114 -2.9013
H 8.9643 0.7923 -3.4672
H 7.8198 -0.2747 -2.5284
H 8.4582 -0.6879 -4.0091
H 11.2244 1.0207 -1.8472
H 11.1862 -0.1606 -0.5150
H 9.8089 0.9543 -1.0848
H 11.4217 -4.2029 -0.8491
H 10.8238 -5.4404 -1.8152
H 9.7182 -4.6053 -0.6353
C 0.6824 -3.1727 8.8060
C 0.7510 -1.8781 9.6026
C 0.5449 -2.4052 11.0543
C 1.0479 -1.5244 12.1832
C 2.4667 -1.0727 11.8879
C 2.6298 -0.3927 10.4785
N 2.1064 -1.2653 9.4073
O 2.3361 -0.7365 8.1264
C 4.1389 -0.1808 10.4490
C 1.9678 1.0155 10.5519
C -0.4939 -0.9386 9.3583
H 0.8796 -2.8697 7.7777
H -0.2289 -3.7700 8.8346
H 1.5004 -3.8875 8.8960
H 0.7649 -3.4427 11.3063
H -0.5181 -2.4148 11.2950
H 0.6637 -1.9026 13.1305
H 0.4065 -0.6432 12.1941
H 3.0054 -2.0200 11.9107
H 2.6095 -0.3850 12.7214
H 4.6912 0.1711 11.3204
H 4.5053 0.4160 9.6137
H 4.5914 -1.1314 10.1666
H 2.1248 1.5990 9.6447
H 2.2924 1.6094 11.4063
H 0.8809 0.9347 10.5655
H -0.7520 -0.2008 10.1180
H -1.3366 -1.6227 9.2583
H -0.2104 -0.3264 8.5022
C -1.8540 1.4223 0.1834
C -1.7296 -0.0556 -0.3632
C -2.9246 -0.3633 -1.2299
C -2.9120 0.2935 -2.6254
C -1.5780 -0.1745 -3.2641
C -0.2010 0.1186 -2.4789
N -0.3692 -0.1903 -1.0932
O 0.7958 -0.5098 -0.2561
C 0.1826 1.5076 -2.7207
C 0.8938 -0.8449 -3.1714
C -1.9085 -1.0314 0.8264
H -1.7500 2.0760 -0.6826
H -1.0910 1.6373 0.9315
H -2.8553 1.4977 0.6076
H -3.8620 0.0106 -0.8180
H -3.1659 -1.4261 -1.2450
H -2.9559 1.3773 -2.5176
H -3.8245 0.0865 -3.1845
H -1.3729 0.3476 -4.1986
H -1.6489 -1.2313 -3.5214
H 0.5744 1.7759 -3.7017
H 1.0881 1.7823 -2.1797
H -0.5258 2.2831 -2.4293
H 0.6025 -1.8951 -3.1900
H 1.8714 -0.8947 -2.6920
H 1.0165 -0.4341 -4.1736
H -1.8329 -2.0847 0.5563
H -2.9012 -0.7822 1.2012
H -1.1976 -0.8117 1.6229
C -9.8553 5.9134 1.1823
C -9.2713 5.1100 -0.0679
C -10.3018 4.0982 -0.5666
O -9.0199 5.9946 -1.1437
H -9.8646 5.3740 2.1295
H -10.8271 6.2727 0.8438
H -9.2753 6.8185 1.3621
H -8.3690 4.6243 0.3037
H -9.9270 3.6557 -1.4896
H -11.2866 4.5541 -0.6690
H -10.2236 3.3071 0.1791
H -9.2333 5.5675 -1.9765
C 4.3752 0.3051 -10.8147
C 5.1730 -0.9922 -10.6848
C 4.3393 -2.2042 -10.3700
O 5.9283 -1.1431 -11.8241
H 5.0235 1.1742 -10.7030
H 3.6268 0.3656 -10.0245
H 3.8856 0.3561 -11.7873
H 5.8860 -0.8094 -9.8808
H 3.5324 -1.8849 -9.7105
H 5.0060 -2.8689 -9.8206
H 3.9517 -2.7430 -11.2346
H 6.5656 -0.4259 -11.7911
C -5.6561 -7.7707 3.7690
C -6.5076 -7.9011 5.1054
C -7.9835 -8.3161 4.8785
O -5.8753 -8.9056 5.9469
H -4.6282 -7.6127 4.0954
H -5.9379 -7.0140 3.0368
H -5.5638 -8.7203 3.2420
H -6.5672 -6.9410 5.6181
H -8.5905 -7.4138 4.8045
H -8.3841 -8.8009 5.7688
H -8.1078 -8.9633 4.0103
H -5.0901 -9.1365 5.4450
C 1.2667 8.9538 -2.2930
C 1.5379 9.0747 -0.7727
C 0.6891 10.1309 -0.2079
O 1.3412 7.8423 -0.1862
H 1.9145 8.4333 -2.9983
H 1.2189 9.8859 -2.8559
H 0.2734 8.5082 -2.2384
H 2.5763 9.3803 -0.6446
H -0.3566 9.8349 -0.1244
H 0.8628 10.9319 -0.9264
H 1.0913 10.4572 0.7512
H 0.5351 7.8631 0.3347
C -4.5826 4.8438 7.7805
C -3.5642 5.9465 8.0183
C -3.4466 6.4264 9.4517
O -2.2541 5.5475 7.5185
H -4.8389 4.5725 6.7564
H -5.5835 5.1191 8.1132
H -4.4710 3.9927 8.4523
H -3.7235 6.7837 7.3387
H -4.3381 6.2662 10.0580
H -3.0756 7.4510 9.4777
H -2.9020 5.7570 10.1176
H -2.1082 4.7235 7.9889
C -4.1603 -0.9368 -12.7036
C -4.2120 -2.2057 -11.7413
C -3.0137 -3.1427 -11.7213
O -4.2768 -1.7934 -10.3305
H -3.9049 -1.2933 -13.7014
H -3.4040 -0.1674 -12.5479
H -5.1703 -0.5365 -12.6153
H -5.1233 -2.7826 -11.8986
H -2.0953 -2.8087 -11.2385
H -2.6571 -3.5778 -12.6549
H -3.2681 -4.0322 -11.1450
H -3.8106 -2.4621 -9.8235
C -10.8759 -3.9316 0.0822
C -10.6028 -2.9691 1.2923
O -11.6212 -1.9331 1.2693
O -10.9545 -3.2530 -1.1259
H -11.7770 -4.5403 0.1574
H -9.9463 -4.4783 -0.0766
H -9.6003 -2.5442 1.2414
H -10.6776 -3.3904 2.2948
H -11.6063 -1.5664 0.3823
H -10.8864 -3.9830 -1.7456
C -4.6277 4.8049 -8.6042
C -4.5173 5.8137 -7.4672
O -5.1772 7.0625 -7.6897
O -5.5188 3.7439 -8.2726
H -3.6469 4.4094 -8.8685
H -5.0865 5.2811 -9.4708
H -3.5161 6.1626 -7.2142
H -4.7499 5.3329 -6.5170
H -4.8439 7.7386 -7.0953
H -5.1253 2.9019 -8.5128
C 7.1957 3.7903 4.5366
C 6.4246 4.3121 3.3942
O 5.5699 3.3220 2.8758
O 7.4952 2.3434 4.3617
H 6.5809 4.0288 5.4045
H 8.0720 4.4262 4.6623
H 6.9758 4.8504 2.6231
H 5.8505 5.1902 3.6900
H 5.0242 3.8077 2.2530
H 8.3488 2.1466 4.7544
C -0.7368 -7.2597 -2.3250
C 0.3713 -7.0176 -1.3680
O 0.1433 -7.7686 -0.1886
O -1.1313 -8.6407 -2.3848
H -0.4037 -6.9081 -3.3015
H -1.6244 -6.7062 -2.0187
H 0.2470 -5.9697 -1.0947
H 1.3325 -7.2910 -1.8032
H 0.2668 -8.6301 -0.5937
H -2.0764 -8.6894 -2.2235
```

Its HOMO energy is -5.0 eV. The electronic energy comes out at -97297.6977 eV. As for the spin multiplicity: 1. As for the charge: 0. For the orbital gap, the calculation gives 1.341 eV.



Q: Look up the electronic energy of the first one.
A: -86570.7976 eV